Entry 1:
This record from the Open Molecules 2025 dataset describes one molecule with the formula C19H37N3O3 in a non-equilibrium geometry. The level of theory is ωB97M-V/def2-TZVPD.

## Properties
ΔE to the lowest compared entry with this formula, charge and spin: 15.785 eV
SMILES string: CCOC(=O)N1CCC(N2CCN(CCC(C)C)[C@H](CCO)C2)CC1
maximum force: 14.42 eV/Å
E_tot: -1135.60300 Ha
total charge: 0
HOMO-LUMO gap: 0.289 hartree
HOMO level: -7.0879 eV

Last column: natural (NBO) charge in e.
Geometry (Å):
1 C 7.10 0.34 2.58  -0.636
2 C 7.59 0.56 1.04  -0.050
3 O 6.32 0.53 0.05  -0.539
4 C 5.65 -0.54 -0.14  0.903
5 O 6.04 -1.68 0.27  -0.681
6 N 4.62 -0.22 -1.11  -0.479
7 C 4.00 1.08 -1.35  -0.195
8 C 2.62 1.37 -0.58  -0.447
9 C 1.78 0.14 -1.07  -0.019
10 N 0.42 0.03 -0.62  -0.488
11 C -0.17 1.32 -0.17  -0.215
12 C -1.44 1.10 0.83  -0.207
13 N -2.30 0.41 -0.07  -0.505
14 C -3.17 1.09 -0.93  -0.220
15 C -4.64 0.69 -0.91  -0.382
16 C -5.35 0.88 0.43  -0.203
17 C -6.51 -0.27 0.57  -0.582
18 C -5.86 2.40 0.61  -0.606
19 C -1.89 -0.95 -0.52  -0.050
20 C -1.79 -1.91 0.71  -0.332
21 C -3.03 -2.49 1.16  -0.080
22 O -3.75 -2.99 0.23  -0.686
23 C -0.61 -0.65 -1.22  -0.233
24 C 2.47 -1.24 -0.84  -0.440
25 C 4.02 -1.30 -1.52  -0.149
26 H 6.67 -0.62 2.88  0.237
27 H 8.01 0.23 3.02  0.211
28 H 6.46 1.14 2.94  0.216
29 H 8.14 1.60 0.89  0.215
30 H 8.10 -0.30 0.65  0.213
31 H 4.76 1.78 -0.89  0.226
32 H 3.99 1.26 -2.32  0.186
33 H 2.16 2.25 -0.95  0.241
34 H 2.81 0.92 0.37  0.237
35 H 1.59 0.17 -2.15  0.142
36 H -0.47 2.07 -0.79  0.163
37 H 0.57 1.95 0.63  0.174
38 H -1.20 0.54 1.78  0.207
39 H -1.84 2.18 0.80  0.202
40 H -2.87 0.86 -1.96  0.178
41 H -3.17 2.04 -0.44  0.197
42 H -4.73 -0.59 -0.95  0.185
43 H -5.23 0.95 -1.60  0.185
44 H -4.72 0.76 1.35  0.195
45 H -7.20 -0.10 -0.06  0.172
46 H -6.10 -1.38 0.65  0.224
47 H -6.99 -0.15 1.67  0.188
48 H -5.09 2.94 0.25  0.197
49 H -6.34 2.39 1.83  0.214
50 H -6.70 2.40 -0.15  0.194
51 H -2.71 -1.21 -1.27  0.241
52 H -1.04 -1.69 1.25  0.206
53 H -1.21 -2.78 -0.12  0.119
54 H -2.90 -2.97 1.91  0.149
55 H -3.33 -1.59 1.54  0.180
56 H -3.42 -3.83 -0.10  0.476
57 H -0.72 -0.16 -2.19  0.159
58 H -0.10 -1.51 -1.75  0.203
59 H 1.89 -2.02 -0.94  0.205
60 H 2.50 -1.44 0.22  0.193
61 H 4.41 -2.36 -1.03  0.242
62 H 3.86 -1.39 -2.40  0.150

Entry 2:
This record from the Open Molecules 2025 dataset describes CN4O4 as an isolated structure in a non-equilibrium geometry. The level of theory is ωB97M-V/def2-TZVPD.

## Properties
ΔE to the lowest compared entry with this formula, charge and spin: 2.035 eV
maximum force: 6.28 eV/Å
E_tot: -557.78432 Ha
total charge: 0
HOMO-LUMO gap (alpha / beta): 0.313 / 0.313 hartree
HOMO level (alpha / beta): -9.7718 / -9.7748 eV

Last column: natural (NBO) charge in e.
Geometry (Å):
1 C 0.29 1.96 -0.68  0.870
2 N -0.26 0.97 -0.24  -0.413
3 N -1.28 0.20 0.15  -0.012
4 N -1.18 -0.97 0.21  0.475
5 N 1.42 -1.30 0.41  0.411
6 O 1.14 2.61 -1.07  -0.446
7 O -1.92 -1.86 0.44  -0.283
8 O 1.48 -0.59 1.35  -0.333
9 O 0.44 -1.59 -0.27  -0.270

Entry 3:
This record from the Open Molecules 2025 dataset describes a 4-piece molecular cluster, C3H16NO3S overall in a non-equilibrium geometry. The level of theory is ωB97M-V/def2-TZVPD.

## Properties
ΔE to the lowest compared entry with this formula, charge and spin: 0.000 eV
⟨S²⟩: 0.75
maximum force: 1.94 eV/Å
E_tot: -801.87210 Ha
total charge: +2
multiplicity: 2
HOMO-LUMO gap (alpha / beta): 0.363 / 0.169 hartree
HOMO level (alpha / beta): -17.0333 / -17.0317 eV

Last column: natural (NBO) charge in e.
Geometry (Å):
1 C -1.12 -0.97 -0.28  -0.252
2 C -0.72 -2.36 0.22  -0.418
3 C 0.15 -2.52 1.51  -0.649
4 S 1.55 -1.46 1.52  0.700
5 N -0.09 -0.30 -1.17  -0.733
6 H -2.00 -1.04 -0.89  0.262
7 H -1.41 -0.36 0.57  0.246
8 H -0.15 -2.88 -0.55  0.234
9 H -1.60 -2.95 0.45  0.293
10 H 0.53 -3.56 1.57  0.340
11 H -0.41 -2.52 2.46  0.304
12 H 1.56 -0.93 2.76  0.193
13 H -0.55 -0.05 -2.10  0.490
14 H 0.06 0.60 -0.69  0.477
15 H 0.74 -0.86 -1.34  0.426
16 H -0.27 3.26 0.52  0.541
17 H 1.01 2.34 0.69  0.479
18 O 0.08 2.36 0.45  -1.015
19 H -1.40 -0.52 -4.31  0.530
20 H -2.28 0.39 -3.34  0.515
21 O -1.52 -0.18 -3.41  -0.979
22 H 0.85 5.33 -0.37  0.486
23 H 0.81 5.55 1.06  0.490
24 O 0.31 5.07 0.38  -0.961

Entry 4:
This record from the Open Molecules 2025 dataset describes one molecule with the formula C4H11NOS in a non-equilibrium geometry. The level of theory is ωB97M-V/def2-TZVPD.

## Properties
ΔE to the lowest compared entry with this formula, charge and spin: 1.624 eV
SMILES string: OCNCCCS
maximum force: 1.38 eV/Å
E_tot: -687.14967 Ha
total charge: 0
HOMO-LUMO gap: 0.332 hartree
HOMO level: -8.1322 eV

Last column: natural (NBO) charge in e.
Geometry (Å):
1 O 2.88 -0.81 -1.31  -0.710
2 C 1.80 -0.95 -0.43  0.125
3 N 0.92 0.16 -0.32  -0.694
4 C 0.19 0.34 0.91  -0.200
5 C -1.13 1.13 0.70  -0.414
6 C -2.26 0.32 0.08  -0.519
7 S -1.99 -0.40 -1.56  -0.046
8 H 3.57 -0.28 -0.90  0.467
9 H 1.25 -1.83 -0.80  0.133
10 H 2.18 -1.26 0.56  0.137
11 H 0.93 0.93 -0.96  0.394
12 H -0.14 -0.62 1.33  0.180
13 H 0.81 0.84 1.66  0.168
14 H -0.88 1.94 0.02  0.203
15 H -1.37 1.40 1.73  0.215
16 H -3.14 0.94 -0.08  0.229
17 H -2.58 -0.51 0.72  0.212
18 H -1.08 -1.36 -1.34  0.121